{"formula": "C3H5FS2", "method": "wB97M-V/def2-TZVPD", "e_homo_ev": -8.9, "smiles": "F[C@H]1[C@@H](S)[C@H]1S", "de_lowest_kcal_mol": 22.56, "elements": ["F", "C", "C", "S", "C", "S", "H", "H", "H", "H", "H"], "xyz": [[1.016, 1.020, -0.953], [0.974, -0.169, -0.227], [0.172, -0.170, 1.045], [-0.660, 1.247, 1.668], [-0.314, -0.931, -0.258], [-1.720, -0.250, -1.239], [1.926, -0.660, -0.293], [0.423, -0.881, 1.836], [-0.364, 2.109, 0.646], [-0.369, -2.019, -0.258], [-1.084, 0.704, -1.968]]}



{"formula": "C15H4Cl5F6N2O8PdS2", "method": "wB97M-V/def2-TZVPD", "e_homo_ev": -6.9, "charge": -1, "de_lowest_kcal_mol": 1.21, "elements": ["Pd", "Cl", "C", "C", "C", "Cl", "C", "Cl", "C", "Cl", "C", "Cl", "F", "C", "F", "F", "S", "O", "O", "N", "S", "O", "O", "C", "F", "F", "F", "O", "C", "O", "C", "C", "C", "C", "C", "C", "N", "O", "O", "H", "H", "H", "H"], "xyz": [[-0.129, -0.171, 0.443], [1.624, -0.385, -1.189], [2.467, 0.186, 0.256], [1.577, 0.316, 1.305], [2.088, 0.737, 2.517], [1.058, 0.877, 3.890], [3.455, 1.030, 2.632], [4.088, 1.558, 4.143], [4.311, 0.897, 1.540], [5.987, 1.260, 1.692], [3.814, 0.457, 0.310], [4.813, 0.256, -1.070], [-4.036, 2.629, -1.351], [-3.592, 1.538, -0.716], [-4.614, 0.699, -0.547], [-3.106, 1.893, 0.463], [-2.288, 0.766, -1.776], [-1.133, 1.610, -1.667], [-2.905, 0.568, -3.050], [-2.057, -0.591, -0.904], [-1.582, -1.925, -1.693], [-0.892, -1.669, -2.920], [-0.983, -2.788, -0.734], [-3.176, -2.738, -2.157], [-3.854, -2.024, -3.045], [-2.907, -3.936, -2.684], [-3.935, -2.910, -1.070], [-3.268, -0.035, 2.977], [-2.274, -0.458, 2.415], [-1.308, 0.306, 1.997], [-2.143, -1.958, 2.219], [-0.920, -2.602, 2.382], [-0.828, -3.974, 2.228], [-1.972, -4.679, 1.896], [-3.201, -4.062, 1.734], [-3.281, -2.694, 1.912], [-1.879, -6.134, 1.714], [-0.789, -6.660, 1.856], [-2.895, -6.740, 1.421], [-0.040, -2.024, 2.632], [0.107, -4.499, 2.351], [-4.064, -4.653, 1.467], [-4.224, -2.175, 1.809]]}



{"formula": "C9H14O", "method": "wB97M-V/def2-TZVPD", "e_homo_ev": -8.6, "smiles": "Cc1ccc(O)cc1.CC", "de_lowest_kcal_mol": 12.41, "elements": ["C", "C", "C", "C", "C", "O", "C", "C", "H", "H", "H", "H", "H", "H", "H", "H", "C", "C", "H", "H", "H", "H", "H", "H"], "xyz": [[1.705, 2.059, -0.857], [1.659, 0.734, -0.126], [2.505, -0.310, -0.513], [2.436, -1.543, 0.092], [1.544, -1.754, 1.145], [1.422, -3.012, 1.724], [0.803, -0.703, 1.628], [0.826, 0.525, 0.953], [1.749, 1.961, -1.937], [2.464, 2.728, -0.442], [0.782, 2.583, -0.597], [3.184, -0.119, -1.329], [3.042, -2.357, -0.281], [1.466, -3.661, 1.005], [0.223, -0.766, 2.538], [0.185, 1.270, 1.409], [-3.173, -0.487, -0.659], [-3.251, 1.060, -0.467], [-2.842, -0.975, 0.260], [-4.222, -0.757, -0.785], [-2.435, -0.715, -1.423], [-4.153, 1.236, 0.134], [-2.376, 1.529, -0.044], [-3.544, 1.474, -1.432]]}



{"formula": "C3H11N2O", "method": "wB97M-V/def2-TZVPD", "e_homo_ev": -14.8, "charge": 1, "de_lowest_kcal_mol": 13.26, "elements": ["C", "C", "N", "C", "N", "H", "H", "H", "H", "H", "H", "H", "H", "H", "H", "H", "O"], "xyz": [[-0.989, 2.525, -0.275], [-1.031, 1.072, 0.189], [0.148, 0.258, -0.140], [0.074, -0.659, -1.095], [0.854, -1.712, -1.084], [-1.021, 2.783, -1.335], [-1.907, 2.975, 0.117], [-0.115, 3.024, 0.136], [-1.078, 1.095, 1.274], [-1.956, 0.617, -0.167], [0.829, 0.077, 0.569], [-0.717, -0.536, -1.824], [1.238, -2.116, -0.220], [0.703, -2.400, -1.805], [2.272, -1.896, 2.095], [1.197, -2.960, 1.995], [1.499, -2.148, 1.570]]}



{"formula": "C42H105N7O14", "method": "wB97M-V/def2-TZVPD", "e_homo_ev": -8.2, "smiles": "COCCNCCOC.COCCNCCOC.COCCNCCOC.COCCNCCOC.COCCNCCOC.COCCNCCOC.COCCNCCOC", "de_lowest_kcal_mol": 148.59, "elements": ["C", "O", "C", "C", "N", "C", "C", "O", "C", "H", "H", "H", "H", "H", "H", "H", "H", "H", "H", "H", "H", "H", "H", "H", "C", "O", "C", "C", "N", "C", "C", "O", "C", "H", "H", "H", "H", "H", "H", "H", "H", "H", "H", "H", "H", "H", "H", "H", "C", "O", "C", "C", "N", "C", "C", "O", "C", "H", "H", "H", "H", "H", "H", "H", "H", "H", "H", "H", "H", "H", "H", "H", "C", "O", "C", "C", "N", "C", "C", "O", "C", "H", "H", "H", "H", "H", "H", "H", "H", "H", "H", "H", "H", "H", "H", "H", "C", "O", "C", "C", "N", "C", "C", "O", "C", "H", "H", "H", "H", "H", "H", "H", "H", "H", "H", "H", "H", "H", "H", "H", "C", "O", "C", "C", "N", "C", "C", "O", "C", "H", "H", "H", "H", "H", "H", "H", "H", "H", "H", "H", "H", "H", "H", "H", "C", "O", "C", "C", "N", "C", "C", "O", "C", "H", "H", "H", "H", "H", "H", "H", "H", "H", "H", "H", "H", "H", "H", "H"], "xyz": [[-0.555, -1.206, -12.420], [-1.128, -0.352, -11.391], [-0.844, -0.808, -10.118], [-1.060, 0.361, -9.076], [-0.596, 0.148, -7.719], [-1.666, -0.425, -6.772], [-2.437, 0.700, -6.075], [-2.939, 0.275, -4.819], [-3.201, 1.390, -3.914], [-0.473, -0.656, -13.357], [-1.166, -2.051, -12.735], [0.499, -1.476, -12.356], [0.231, -0.990, -10.124], [-1.443, -1.666, -9.811], [-2.105, 0.660, -8.992], [-0.582, 1.249, -9.490], [-0.090, 0.891, -7.259], [-0.925, -0.796, -6.064], [-2.280, -1.193, -7.242], [-3.275, 1.029, -6.690], [-1.891, 1.643, -6.037], [-3.924, 2.044, -4.401], [-2.272, 1.939, -3.754], [-3.494, 1.015, -2.933], [0.325, 8.011, 8.571], [0.149, 6.760, 8.030], [1.311, 5.859, 8.106], [1.083, 4.830, 7.015], [1.383, 5.301, 5.644], [0.368, 6.182, 5.132], [0.464, 6.546, 3.644], [0.759, 5.494, 2.729], [1.001, 6.040, 1.401], [-0.605, 8.538, 8.358], [1.157, 8.641, 8.253], [0.469, 7.882, 9.644], [1.408, 5.471, 9.120], [2.231, 6.419, 7.937], [0.099, 4.364, 7.065], [1.817, 4.049, 7.213], [1.319, 4.456, 5.096], [0.293, 7.094, 5.724], [-0.559, 5.609, 5.127], [1.238, 7.313, 3.628], [-0.350, 7.173, 3.283], [1.861, 6.709, 1.391], [0.118, 6.621, 1.133], [1.222, 5.248, 0.685], [2.412, -0.931, 0.719], [3.351, -1.356, -0.286], [3.001, -0.939, -1.612], [4.064, -1.052, -2.736], [4.189, -2.321, -3.530], [2.958, -2.803, -4.233], [2.273, -1.730, -5.107], [3.238, -1.405, -6.112], [2.729, -0.591, -7.171], [2.613, -1.603, 1.553], [1.379, -0.983, 0.377], [2.471, 0.099, 1.071], [2.850, 0.111, -1.361], [1.978, -1.193, -1.889], [5.039, -0.814, -2.311], [3.923, -0.223, -3.429], [4.839, -2.299, -4.302], [2.118, -3.045, -3.582], [3.318, -3.690, -4.756], [2.024, -0.852, -4.512], [1.450, -2.121, -5.705], [2.233, 0.349, -6.930], [2.087, -1.113, -7.880], [3.530, -0.283, -7.842], [-1.382, -2.408, -3.231], [-0.691, -3.717, -3.121], [-1.488, -4.829, -2.892], [-0.433, -5.913, -2.639], [0.088, -5.598, -1.307], [1.167, -6.435, -0.777], [2.467, -6.240, -1.508], [2.484, -6.939, -2.739], [3.778, -6.874, -3.384], [-2.193, -2.433, -3.959], [-0.730, -1.657, -3.678], [-1.621, -2.098, -2.214], [-1.988, -5.103, -3.821], [-2.162, -4.672, -2.050], [0.347, -5.834, -3.397], [-0.918, -6.867, -2.844], [0.556, -4.703, -1.332], [0.871, -7.470, -0.946], [1.182, -6.237, 0.295], [3.181, -6.449, -0.712], [2.737, -5.188, -1.607], [4.596, -7.423, -2.918], [4.055, -5.841, -3.593], [3.655, -7.378, -4.342], [-5.793, 2.667, 0.129], [-4.593, 1.963, -0.066], [-4.919, 0.573, -0.405], [-3.605, -0.253, -0.171], [-3.205, -0.238, 1.170], [-1.743, -0.356, 1.407], [-1.004, 0.969, 1.117], [-1.662, 2.223, 1.473], [-1.808, 3.234, 0.426], [-6.486, 2.154, 0.795], [-6.240, 2.806, -0.856], [-5.607, 3.660, 0.537], [-5.338, 0.506, -1.409], [-5.679, 0.147, 0.250], [-2.778, 0.017, -0.829], [-3.674, -1.297, -0.478], [-3.281, 0.768, 1.210], [-1.187, -1.200, 0.997], [-1.578, -0.602, 2.456], [-0.691, 0.942, 0.074], [-0.068, 0.830, 1.658], [-2.106, 4.174, 0.890], [-2.227, 2.842, -0.501], [-0.819, 3.534, 0.077], [-5.067, -6.635, 8.038], [-4.637, -7.058, 6.737], [-5.571, -6.968, 5.651], [-4.786, -7.214, 4.317], [-3.864, -6.070, 4.034], [-4.431, -4.659, 4.012], [-3.251, -3.645, 3.960], [-2.813, -3.162, 5.231], [-1.466, -2.602, 5.198], [-4.342, -6.748, 8.843], [-5.987, -7.162, 8.291], [-5.367, -5.598, 7.884], [-6.143, -6.053, 5.805], [-6.352, -7.717, 5.777], [-5.439, -7.478, 3.486], [-4.139, -8.075, 4.485], [-3.197, -6.200, 4.782], [-5.140, -4.426, 4.807], [-5.085, -4.538, 3.149], [-3.727, -2.732, 3.603], [-2.532, -4.009, 3.226], [-0.771, -3.230, 4.641], [-1.306, -2.661, 6.275], [-1.388, -1.543, 4.951], [2.698, 2.024, 4.634], [2.523, 1.493, 3.323], [2.456, 2.552, 2.348], [3.701, 2.798, 1.484], [4.641, 3.641, 2.226], [4.133, 4.945, 2.527], [5.294, 5.984, 2.795], [6.130, 6.197, 1.706], [7.197, 7.106, 1.802], [1.745, 2.380, 5.025], [3.494, 2.754, 4.489], [3.102, 1.170, 5.177], [1.976, 3.480, 2.658], [1.837, 2.187, 1.528], [3.472, 3.322, 0.556], [4.108, 1.808, 1.279], [5.610, 3.602, 1.943], [3.456, 4.911, 3.380], [3.463, 5.391, 1.791], [5.986, 5.850, 3.627], [4.905, 6.983, 2.988], [8.054, 6.758, 2.378], [6.753, 8.008, 2.222], [7.593, 7.535, 0.881]]}